# C25H35N2O3

A gas-phase ion, C25H35N2O3 (charge +1) (wB97M-V/def2-TZVPD, OMol25).

```
65
Properties=species:S:1:pos:R:3:forces:R:3:mulliken_charge:R:1
C -0.22451 8.97230 0.09813 -0.2 -0.1 0.3 -1.289
C -0.80981 7.80649 0.89316 0.2 0.2 -0.3 -0.713
N -0.34185 6.53645 0.36012 0.0 -0.1 -0.1 0.394
C -1.36932 5.65339 -0.15388 -0.1 0.1 -0.2 -0.313
C -1.98620 6.20885 -1.43389 0.1 -0.2 0.2 -1.384
C 0.69674 5.89992 1.11906 -0.2 -0.3 0.4 -0.983
C 0.24756 5.23461 2.44614 0.5 0.6 -0.3 -0.644
O -0.50930 4.05751 2.25006 -0.3 -0.3 0.0 -0.451
C 0.08319 2.90880 1.87673 0.0 -0.3 -0.1 0.843
C 1.45833 2.70204 1.75413 -0.2 0.3 0.1 -0.421
C 1.97093 1.46434 1.38438 -0.2 -0.4 -0.1 -0.955
C 1.10492 0.42156 1.13048 -0.4 0.7 0.2 0.150
C -0.28749 0.62686 1.25379 0.5 0.7 0.2 -0.070
C -0.80294 1.84543 1.61791 0.1 0.0 0.0 -0.314
C -1.00095 -0.63139 0.93506 -0.5 -0.1 0.0 -0.237
O -2.18980 -0.84792 0.88287 0.3 0.0 0.0 -0.622
C 0.08897 -1.60333 0.64373 0.7 -0.4 -0.1 -0.485
C -0.02875 -2.93545 0.30711 0.0 0.0 0.0 0.678
C 1.14019 -3.64046 0.04665 0.1 0.2 0.0 0.489
O 1.16168 -4.98079 -0.35175 0.3 0.3 0.1 -0.594
C 0.05764 -5.79946 -0.04658 -0.2 -0.3 0.1 -0.689
C -0.97218 -5.77271 -1.20671 -0.2 0.0 0.8 -0.808
N -0.24530 -5.46960 -2.46391 0.6 0.2 0.1 0.171
C -0.79080 -4.28415 -3.18417 -0.4 0.6 -0.4 -0.398
C -2.16846 -4.52010 -3.77984 0.2 -0.1 0.1 -1.153
C -0.05706 -6.64279 -3.35386 0.2 -0.6 -0.3 -0.493
C 0.85528 -7.68742 -2.73491 -0.1 0.1 0.0 -1.290
C 2.38115 -3.01597 0.12546 -0.1 -0.2 -0.1 -1.106
C 2.49042 -1.67906 0.47639 -0.2 0.1 0.0 -0.388
C 1.33546 -0.96182 0.74016 -0.4 -0.8 -0.2 -0.237
H -0.57195 9.91767 0.50640 0.0 0.2 0.0 0.437
H 0.86115 8.95075 0.14258 0.1 0.0 0.0 0.271
H -0.52484 8.90654 -0.94321 0.0 0.0 -0.1 0.281
H -0.52335 7.91543 1.94603 -0.1 0.0 0.0 0.377
H -1.90097 7.84583 0.84787 0.0 0.0 0.1 0.468
H -0.89791 4.69393 -0.38340 0.0 0.0 0.1 0.312
H -2.16244 5.46651 0.58840 0.0 -0.1 0.0 0.260
H -1.20632 6.40306 -2.16524 0.1 0.0 -0.1 0.327
H -2.52070 7.13517 -1.24463 -0.1 0.1 0.0 0.305
H -2.68632 5.48771 -1.84813 -0.1 0.0 -0.1 0.450
H 1.16206 5.13932 0.48444 0.1 0.1 0.1 0.602
H 1.45126 6.65206 1.36093 0.1 -0.1 0.0 0.263
H -0.42959 5.90382 2.98239 0.1 -0.1 0.0 0.461
H 1.11778 5.03790 3.08217 -0.1 0.0 0.1 0.346
H 2.15068 3.50495 1.95052 0.0 0.1 0.0 0.426
H 3.03916 1.33445 1.30115 0.1 0.0 0.0 0.483
H -1.86472 2.00598 1.71586 -0.1 0.0 0.0 0.583
H -1.01273 -3.37772 0.27889 -0.1 -0.1 0.0 0.692
H -0.41756 -5.50538 0.89241 0.0 0.0 -0.1 0.424
H 0.47056 -6.80422 0.07434 -0.1 0.1 0.0 0.462
H -1.48911 -6.72837 -1.27968 0.0 0.0 -0.1 0.420
H -1.71537 -4.99463 -1.03350 0.1 -0.1 -0.1 0.458
H 0.69884 -5.19332 -2.10274 -0.4 0.0 -0.3 0.369
H -0.82459 -3.45312 -2.47528 0.1 -0.2 0.0 0.326
H -0.08552 -4.02130 -3.97561 0.1 -0.1 0.2 0.425
H -2.88209 -4.85587 -3.03254 -0.1 0.0 0.1 0.340
H -2.53421 -3.58126 -4.18610 0.0 0.1 0.0 0.426
H -2.14053 -5.24160 -4.59095 0.0 -0.1 -0.1 0.336
H -1.03477 -7.07290 -3.57637 0.0 0.2 0.0 0.415
H 0.38408 -6.28175 -4.28519 -0.1 0.1 0.1 0.449
H 0.39525 -8.17740 -1.88175 0.0 -0.1 0.1 0.325
H 1.07061 -8.45258 -3.47550 0.0 0.0 0.0 0.426
H 1.80009 -7.24716 -2.42418 0.1 0.0 0.0 0.351
H 3.26196 -3.60276 -0.08307 0.1 -0.1 0.0 0.479
H 3.46283 -1.21839 0.54423 0.1 0.0 0.0 0.535
```
Forces are in eV/Å.

The highest occupied orbital energy is -9.5 eV. Its energy above the lowest of the compared OMol25 structures with the same formula, charge and spin is 54.3 kcal/mol. As for the SMILES: CCN(CC)CCOc1ccc2c(c1)C(=O)c1cc(OCC[NH+](CC)CC)ccc1-2. As for the HOMO-LUMO gap: 6.607 eV. The calculated total energy comes out at -1308.61189 Eh. The net charge is +1.